1.
Below is a molecular structure, C35H50N4NaP2Si2 at a distorted geometry, with properties calculated with the ωB97M-V functional and the def2-TZVPD basis.

The energy above the lowest of the compared OMol25 structures with the same formula, charge and spin is 0.00 kcal per mole. The HOMO energy is -2.773 eV. The total energy is -81819.58657 eV. The maximum force is 5.0 eV Å⁻¹. The total charge is -1.

Atoms and positions in Å:
1 Na 0.265 -0.278 -1.831
2 C 4.033 -0.046 -2.638
3 Si 3.744 -0.083 -0.757
4 C 5.043 0.992 -0.016
5 C 3.857 -1.822 -0.050
6 N 2.211 0.730 -0.512
7 P 1.353 1.140 0.752
8 C -0.152 0.439 0.776
9 P -1.654 -0.296 0.792
10 N -2.029 -1.000 -0.636
11 Si -3.363 -1.446 -1.573
12 C -3.113 -2.970 -2.645
13 C -3.646 -0.047 -2.849
14 C -4.962 -1.656 -0.527
15 C -2.828 0.967 1.187
16 C -3.956 0.610 1.887
17 C -4.740 1.611 2.454
18 C -4.328 2.938 2.379
19 C -3.241 3.272 1.626
20 C -2.506 2.301 0.938
21 C -1.685 -1.529 2.129
22 C -1.118 -1.172 3.334
23 C -1.281 -1.998 4.469
24 C -1.921 -3.240 4.298
25 C -2.390 -3.621 3.057
26 C -2.323 -2.777 1.971
27 C 2.271 0.537 2.207
28 C 1.956 -0.744 2.728
29 C 2.507 -1.189 3.942
30 C 3.383 -0.362 4.605
31 C 3.631 0.949 4.116
32 C 3.065 1.412 2.906
33 C 1.317 2.944 0.932
34 C 0.421 3.500 1.904
35 C 0.539 4.821 2.309
36 C 1.462 5.653 1.728
37 C 2.270 5.147 0.701
38 C 2.197 3.810 0.310
39 H 5.062 -0.310 -3.031
40 H 3.728 0.914 -3.087
41 H 3.362 -0.818 -3.095
42 H 5.955 0.868 -0.627
43 H 5.344 0.634 0.976
44 H 4.830 2.100 0.037
45 H 4.904 -2.225 -0.152
46 H 3.150 -2.486 -0.534
47 H 3.677 -1.939 1.060
48 H -3.707 -3.837 -2.337
49 H -2.106 -3.378 -2.546
50 H -3.178 -2.851 -3.727
51 H -2.949 0.056 -3.689
52 H -3.641 0.914 -2.332
53 H -4.637 -0.178 -3.312
54 H -4.742 -2.389 0.290
55 H -5.752 -2.027 -1.166
56 H -5.307 -0.762 -0.037
57 H -4.210 -0.425 2.013
58 H -5.599 1.305 3.013
59 H -4.934 3.689 2.873
60 H -2.945 4.355 1.619
61 H -1.602 2.513 0.388
62 H -0.531 -0.235 3.381
63 H -0.981 -1.638 5.465
64 H -1.944 -3.980 5.094
65 H -2.788 -4.648 2.991
66 H -2.688 -3.117 0.998
67 H 1.267 -1.335 2.137
68 H 2.371 -2.198 4.333
69 H 3.912 -0.712 5.484
70 H 4.359 1.556 4.603
71 H 3.213 2.438 2.617
72 H -0.329 2.771 2.367
73 H 0.004 5.077 3.210
74 H 1.607 6.656 2.093
75 H 2.943 5.824 0.145
76 H 2.696 3.497 -0.550
77 N 0.516 1.076 -3.646
78 C 0.279 0.469 -4.971
79 C 0.588 -1.021 -5.154
80 C -0.285 -2.043 -4.372
81 C 0.533 -3.029 -3.514
82 N 0.917 -2.465 -2.237
83 H -0.229 1.759 -3.484
84 H 1.421 1.556 -3.618
85 H 0.780 1.001 -5.775
86 H -0.819 0.654 -5.220
87 H 1.701 -1.116 -5.074
88 H 0.410 -1.280 -6.234
89 H -0.951 -2.536 -5.088
90 H -1.056 -1.451 -3.780
91 H 1.395 -3.394 -4.090
92 H -0.045 -3.968 -3.301
93 H 1.905 -2.180 -2.277
94 H 0.830 -3.209 -1.536

Atomic forces in eV per Å
-0.42 0.13 1.55
0.26 -1.18 -0.91
-2.58 2.21 0.55
1.65 0.75 0.24
1.22 -0.58 1.08
2.23 -0.78 -1.73
-2.44 -2.91 -0.75
-0.34 0.29 0.25
3.76 0.10 -3.25
-0.42 -0.47 0.55
0.60 1.53 0.70
0.55 -1.18 0.09
-0.68 -0.10 -0.10
0.91 -0.84 -0.06
-0.31 0.11 0.00
-0.71 1.07 0.38
0.51 -0.33 -0.03
-1.50 -0.72 0.47
1.28 1.52 -1.02
-0.55 0.11 1.16
-1.09 -0.45 -0.66
0.10 0.05 1.47
-0.35 0.06 -0.50
0.88 0.63 0.56
-0.26 -1.20 0.12
0.42 0.39 -0.08
-1.13 0.00 0.50
0.65 0.48 0.17
-0.11 -0.21 -1.22
0.69 1.87 -0.20
-0.25 -1.17 -0.62
0.73 -0.99 2.16
-1.05 0.80 1.54
0.23 -1.95 -0.25
-0.38 -1.08 0.68
1.05 -0.17 -0.69
-0.08 0.72 -0.35
-1.11 1.06 0.84
-0.94 0.34 0.62
0.17 -0.23 0.37
0.33 0.47 0.11
-0.05 0.19 0.13
-0.21 0.23 0.06
-0.04 -1.28 -0.08
-0.87 0.18 -0.31
0.00 -0.30 -0.17
-0.08 0.63 -1.14
-0.39 0.18 -0.14
0.30 0.29 0.37
-0.55 0.27 -0.02
0.19 -0.32 0.19
-0.09 0.06 0.12
0.06 0.14 0.03
-0.29 0.35 -0.68
-0.45 -0.30 -0.06
-0.01 0.54 0.02
-0.07 -0.32 0.15
-0.52 0.14 0.32
0.18 0.12 0.06
-0.15 -1.14 -0.30
0.06 0.07 -0.04
-0.61 -0.51 0.02
0.14 -0.37 -0.58
-0.18 0.31 0.15
0.06 0.64 -0.26
0.09 0.42 0.25
-0.03 -0.09 0.11
-0.36 0.20 -0.26
-0.10 0.10 0.08
0.29 0.47 0.56
0.16 0.11 -0.29
1.19 1.21 -0.56
-0.36 0.53 -0.11
-0.04 0.25 -0.03
-0.32 -0.38 0.45
1.26 -0.76 -1.05
-0.04 0.08 -0.86
-2.01 0.33 -0.73
0.47 -0.18 -1.05
-0.46 1.13 0.51
-1.19 -1.06 -0.61
1.03 -0.46 0.36
0.59 -0.14 0.11
-0.48 -0.24 0.23
0.40 0.21 -0.07
1.14 -0.45 0.40
-0.78 -0.39 0.50
0.23 0.63 0.72
0.41 -0.36 0.02
1.12 -0.80 -0.08
-0.03 0.21 -0.09
0.16 0.91 -0.32
-0.53 -0.26 0.29
0.19 0.80 -0.07

Mulliken population analysis, charges in e, atoms 1 to 2:
1. Na 0.5786
2. C -0.8393



2.
Below is 2 unconnected molecules or ions with the total composition C39H56Br2F3N4O6P3S at a distorted geometry, with properties calculated with the ωB97M-V functional and the def2-TZVPD basis.

The HOMO energy is -8.117 eV. The total energy is -246537.02405 eV. The maximum force is 6.8 eV Å⁻¹. The total charge is 0.

Atoms and positions in Å:
1 C 7.110 -2.580 1.861
2 C 6.861 -3.335 0.563
3 O 5.696 -2.778 -0.079
4 P 5.423 -3.262 -1.585
5 O 6.454 -4.175 -2.103
6 C 3.813 -4.094 -1.571
7 C 2.641 -3.172 -1.981
8 C 2.301 -2.251 -0.800
9 C 0.890 -1.708 -0.800
10 C -0.210 -2.575 -0.649
11 C -0.094 -4.067 -0.432
12 C -0.422 -4.408 1.045
13 C 0.757 -4.138 2.002
14 C 0.629 -2.795 2.705
15 N -0.526 -2.775 3.605
16 C -1.371 -1.710 3.638
17 C -2.358 -1.963 4.566
18 C -2.075 -3.247 5.086
19 C -0.930 -3.728 4.496
20 C -1.508 -2.059 -0.674
21 C -1.765 -0.703 -0.797
22 C -0.692 0.156 -0.913
23 C 0.617 -0.336 -0.921
24 C 1.720 0.667 -1.041
25 O 2.666 0.514 -1.770
26 C 1.505 1.907 -0.210
27 C 0.196 2.383 -0.219
28 C -0.122 3.522 0.493
29 C 0.875 4.132 1.233
30 C 2.192 3.670 1.291
31 C 3.112 4.467 2.205
32 C 4.369 5.094 1.555
33 C 5.535 5.144 2.526
34 F 5.105 5.819 3.637
35 Br 6.161 3.417 3.135
36 C 6.743 5.942 1.969
37 F 7.797 5.776 2.790
38 F 7.116 5.471 0.778
39 Br 6.421 7.852 1.932
40 C 2.518 2.522 0.540
41 P 4.177 1.763 0.567
42 S 4.246 0.448 2.022
43 C -0.842 1.636 -0.998
44 O -1.729 2.182 -1.599
45 O 5.222 -1.926 -2.429
46 C 6.430 -1.336 -2.958
47 C 6.546 0.075 -2.390
48 H 7.830 -3.155 2.444
49 H 6.193 -2.391 2.409
50 H 7.600 -1.635 1.624
51 H 7.752 -3.272 -0.054
52 H 6.661 -4.379 0.807
53 H 3.880 -4.983 -2.194
54 H 3.640 -4.434 -0.548
55 H 1.791 -3.763 -2.315
56 H 2.957 -2.602 -2.854
57 H 2.412 -2.803 0.134
58 H 3.045 -1.463 -0.776
59 H -0.759 -4.626 -1.090
60 H 0.905 -4.454 -0.611
61 H -1.333 -3.916 1.382
62 H -0.583 -5.488 1.064
63 H 0.734 -4.937 2.743
64 H 1.710 -4.224 1.483
65 H 0.469 -1.996 1.984
66 H 1.514 -2.522 3.284
67 H -1.225 -0.848 3.011
68 H -3.190 -1.332 4.817
69 H -2.682 -3.743 5.825
70 H -0.421 -4.656 4.673
71 H -2.333 -2.751 -0.561
72 H -2.778 -0.324 -0.781
73 H -1.128 3.915 0.509
74 H 0.607 5.016 1.796
75 H 3.340 3.843 3.072
76 H 2.529 5.296 2.596
77 H 4.628 4.674 0.590
78 H 4.126 6.143 1.373
79 H 4.422 1.087 -0.629
80 H 5.179 2.737 0.661
81 H 6.298 -1.242 -4.034
82 H 7.324 -1.900 -2.708
83 H 6.691 0.027 -1.310
84 H 5.627 0.632 -2.569
85 H 7.368 0.579 -2.898
86 O -6.445 -0.108 -0.440
87 P -7.015 1.103 -1.141
88 N -8.543 1.188 -0.368
89 C -9.822 1.502 -0.959
90 C -8.467 1.673 1.002
91 N -7.074 0.359 -2.735
92 C -8.250 -0.377 -3.171
93 C -5.885 -0.451 -3.011
94 N -7.087 2.728 -1.855
95 C -7.635 2.972 -3.173
96 C -5.787 3.421 -1.739
97 H -9.961 2.580 -1.138
98 H -10.620 1.178 -0.286
99 H -9.994 0.969 -1.890
100 H -8.364 2.769 1.042
101 H -7.611 1.233 1.518
102 H -9.357 1.387 1.563
103 H -8.599 -1.105 -2.426
104 H -8.029 -0.915 -4.095
105 H -9.072 0.292 -3.430
106 H -5.936 -1.443 -2.549
107 H -4.983 0.043 -2.644
108 H -5.765 -0.574 -4.090
109 H -7.038 2.537 -3.980
110 H -7.673 4.054 -3.322
111 H -8.660 2.618 -3.264
112 H -5.028 2.988 -2.404
113 H -5.413 3.351 -0.713
114 H -5.889 4.482 -1.972

Atomic forces in eV per Å
0.41 0.14 -0.66
-0.08 -0.01 1.23
0.26 0.11 -0.58
-0.17 -1.13 -0.11
0.37 0.19 0.04
-0.59 0.80 0.09
0.40 -0.25 0.06
-0.33 -0.11 -0.09
-0.14 0.19 -0.36
-0.07 0.07 -0.50
0.07 0.22 0.94
0.68 -0.70 -0.54
-0.72 0.01 0.16
0.10 -0.06 0.47
0.60 0.30 -0.78
-0.62 0.05 0.45
0.39 -0.22 -0.36
-0.36 -0.08 0.46
-0.57 0.40 0.13
0.14 0.08 0.12
-0.06 -0.20 -0.12
0.46 0.19 0.03
0.12 -0.41 0.15
-0.56 -0.03 0.25
0.39 0.06 -0.29
0.12 -0.25 -0.01
0.12 0.09 -0.10
0.27 0.03 0.13
-0.16 0.08 0.01
-0.23 0.28 -0.10
0.01 -0.39 -0.30
-0.37 0.14 0.40
-0.09 0.44 -0.24
0.02 -0.05 0.19
-0.06 -0.02 -0.17
0.58 -0.26 0.86
0.05 0.11 0.02
-0.30 0.10 -0.34
-0.16 -0.09 -0.36
0.18 0.74 -0.66
-0.07 -1.49 1.10
0.02 0.15 0.00
0.14 -0.48 0.33
-0.51 0.36 -0.03
0.21 -0.45 0.18
-0.32 1.42 0.16
-0.20 -0.37 -0.04
-0.16 -0.04 0.21
0.00 -0.08 0.11
-0.22 0.19 0.16
-0.16 -0.09 -0.33
0.01 -0.10 -0.28
0.24 0.11 -0.21
0.12 -0.12 0.02
-0.08 -0.08 0.16
-0.16 0.25 0.05
0.11 -0.11 0.00
-0.04 0.11 0.14
-0.17 0.22 -0.09
0.08 0.11 -0.15
-0.03 0.00 0.05
-0.29 0.01 0.07
0.24 0.10 0.17
0.07 0.06 -0.02
0.01 0.03 -0.06
0.15 -0.20 -0.10
0.14 -0.03 -0.12
-0.02 0.07 0.00
0.14 -0.16 0.05
0.18 -0.02 -0.17
-0.07 0.02 -0.01
-0.04 0.03 -0.06
-0.06 -0.02 -0.15
0.09 0.02 0.07
0.34 -0.07 -0.09
-0.09 -0.06 0.11
0.18 -0.17 0.08
0.11 0.03 -0.17
-0.07 0.65 -0.23
-0.27 0.17 -0.25
0.09 -0.42 -0.09
-0.13 -0.36 -0.15
0.25 0.11 0.00
-0.02 -0.01 -0.15
0.10 0.14 0.24
2.27 2.77 1.43
-4.83 -3.19 -3.48
0.00 -0.62 0.26
-0.01 0.57 -0.42
0.46 0.05 0.12
-0.33 -0.08 -0.43
-0.25 0.15 0.06
0.19 0.14 0.20
2.73 0.81 2.14
-0.22 -0.42 -0.45
-0.01 -0.03 0.24
-0.03 -0.03 -0.01
0.12 0.01 0.14
0.13 0.07 0.00
-0.11 -0.01 0.05
0.01 -0.02 -0.08
-0.07 -0.01 -0.11
-0.04 -0.03 -0.04
0.18 -0.04 0.07
0.00 0.01 0.09
0.05 0.01 0.04
-0.02 -0.03 0.01
-0.14 0.06 -0.02
-0.03 -0.03 0.04
0.06 0.03 0.23
0.04 -0.18 0.05
0.02 0.12 -0.03
-0.01 -0.03 -0.05
-0.08 -0.03 -0.04

Mulliken population analysis, charges in e, atoms 1 to 2:
1. C -1.1474
2. C -0.3254



The lowest HOMO energy belongs to which entry?
C39H56Br2F3N4O6P3S